(1)
{"formula": "C39H40N6O5PS3Y", "method": "wB97M-V/def2-TZVPD", "species": ["Y", "S", "N", "C", "C", "C", "C", "C", "N", "C", "C", "N", "C", "C", "C", "C", "C", "N", "H", "H", "H", "H", "H", "H", "C", "O", "C", "C", "O", "C", "H", "H", "H", "H", "H", "H", "H", "H", "H", "H", "O", "S", "O", "O", "C", "C", "C", "C", "C", "C", "P", "C", "C", "C", "C", "C", "C", "C", "C", "C", "C", "C", "C", "H", "H", "H", "H", "H", "H", "H", "H", "H", "H", "H", "H", "H", "H", "C", "H", "H", "C", "N", "C", "C", "N", "C", "S", "H", "H", "H", "H", "H", "H", "H", "H"], "positions_angstrom": [[0.42, 1.01, 0.20], [-1.99, 8.34, -1.06], [-2.53, 6.94, -1.67], [-1.78, 5.98, -1.17], [-1.88, 4.56, -1.50], [-2.61, 4.09, -2.54], [-2.54, 2.68, -2.86], [-1.82, 1.87, -2.05], [-1.16, 2.26, -0.92], [-1.05, 3.67, -0.71], [-0.08, 4.12, 0.14], [0.78, 3.18, 0.73], [1.81, 3.65, 1.49], [2.07, 4.97, 1.72], [1.20, 5.94, 1.14], [0.16, 5.54, 0.37], [-0.77, 6.46, -0.27], [-0.79, 7.77, -0.11], [-3.20, 4.78, -3.13], [-3.01, 2.29, -3.75], [-1.76, 0.80, -2.28], [2.46, 2.89, 1.92], [2.92, 5.25, 2.32], [1.37, 7.00, 1.29], [-2.60, 1.47, 2.99], [-1.33, 1.83, 2.46], [-0.40, 2.09, 3.49], [0.40, 0.86, 3.81], [1.19, 0.49, 2.67], [2.44, -0.07, 3.07], [-2.98, 2.27, 3.63], [-2.54, 0.54, 3.57], [-3.29, 1.32, 2.17], [-0.92, 2.42, 4.40], [0.25, 2.89, 3.16], [-0.26, 0.01, 4.06], [1.06, 1.06, 4.66], [2.28, -0.91, 3.75], [3.05, 0.69, 3.57], [2.96, -0.40, 2.18], [4.65, 1.16, -1.33], [3.56, 0.32, -0.98], [2.60, 0.07, -2.13], [2.80, 0.72, 0.21], [4.17, -1.31, -0.66], [5.54, -1.49, -0.69], [6.08, -2.73, -0.40], [5.23, -3.78, -0.09], [3.85, -3.59, -0.08], [3.29, -2.36, -0.37], [1.46, -2.10, -0.36], [0.99, -2.68, -2.03], [-0.36, -2.94, -2.27], [-0.78, -3.32, -3.54], [0.13, -3.43, -4.58], [1.47, -3.17, -4.34], [1.90, -2.79, -3.08], [0.90, -3.47, 0.71], [0.60, -4.75, 0.24], [0.16, -5.73, 1.11], [0.03, -5.46, 2.47], [0.32, -4.19, 2.94], [0.74, -3.20, 2.07], [6.17, -0.64, -0.93], [7.15, -2.88, -0.42], [5.64, -4.76, 0.13], [3.21, -4.43, 0.17], [-1.08, -2.85, -1.47], [-1.83, -3.52, -3.71], [-0.20, -3.72, -5.57], [2.19, -3.24, -5.15], [2.95, -2.58, -2.91], [0.69, -4.97, -0.82], [-0.07, -6.72, 0.74], [-0.31, -6.23, 3.15], [0.20, -3.96, 4.00], [0.93, -2.19, 2.43], [1.26, 0.86, -2.08], [1.54, 1.84, -2.49], [0.71, 0.35, -2.87], [-4.16, -2.85, -0.17], [-4.13, -1.42, -0.35], [-5.33, -0.67, -0.73], [-4.80, 0.76, -0.84], [-3.55, 0.67, -0.10], [-3.15, -0.59, 0.04], [-1.65, -1.10, 0.65], [-4.92, -3.13, 0.56], [-3.18, -3.18, 0.17], [-4.39, -3.34, -1.12], [-6.10, -0.78, 0.04], [-5.73, -1.05, -1.67], [-5.47, 1.49, -0.39], [-4.60, 1.06, -1.87], [-2.83, 1.40, -0.14]], "lowdin_charge": [1.2957, 0.9426, -0.2306, -0.3017, -0.1311, -0.0439, -0.1138, -0.2452, -0.1189, -0.1887, -0.1824, -0.0790, -0.2085, -0.0962, -0.0343, -0.1214, -0.3025, -0.2313, 0.0998, 0.0863, 0.1029, 0.0976, 0.0833, 0.1057, -0.0988, -0.2439, -0.1904, -0.1688, -0.2967, -0.0885, 0.0963, 0.0885, 0.0624, 0.1323, 0.1087, 0.1312, 0.1322, 0.0935, 0.1038, 0.0682, -0.2338, 0.5973, -0.3675, -0.4159, -0.2719, -0.0413, -0.0574, -0.0568, -0.0592, -0.3152, 1.0807, -0.3619, -0.1159, -0.0786, -0.0836, -0.0701, -0.0764, -0.3983, -0.0940, -0.0743, -0.0816, -0.0732, -0.1175, 0.1157, 0.1102, 0.1093, 0.1011, 0.0600, 0.1013, 0.1026, 0.1061, 0.1042, 0.1087, 0.1048, 0.1031, 0.1049, 0.0739, -0.1897, 0.0497, 0.0352, -0.0511, -0.1541, -0.1027, -0.1059, 0.0235, -0.7483, 0.6826, 0.0943, 0.0484, 0.0924, 0.1247, 0.1244, 0.1231, 0.1086, 0.0915], "lumo_energy_ev": 0.12, "total_charge": 0, "e_above_lowest_kcal_mol": 69.7, "total_energy_ha": -3789.19218, "gap_ev": 4.394, "homo_ev": -4.274}

(2)
{"formula": "C4H5ClF2O2", "method": "wB97M-V/def2-TZVPD", "species": ["C", "C", "C", "C", "O", "O", "F", "F", "Cl", "H", "H", "H", "H", "H"], "positions_angstrom": [[1.52, -0.03, -0.71], [0.32, -0.75, -0.26], [-0.74, -0.16, 0.80], [-0.38, -1.67, -1.33], [1.60, -1.22, 0.11], [-1.78, 0.60, 0.22], [-1.35, -2.51, -0.90], [0.60, -2.42, -1.86], [-0.80, -0.71, -2.77], [1.85, -0.24, -1.72], [1.86, 0.89, -0.26], [-0.05, 0.52, 1.47], [-1.22, -0.97, 1.32], [-2.44, 0.00, 0.00]], "lowdin_charge": [-0.0555, -0.3750, -0.1476, -0.8229, 0.0085, -0.0322, 0.0877, 0.0242, 0.7509, 0.1093, 0.1220, 0.1648, 0.1149, 0.0508], "lumo_energy_ev": 0.69, "total_charge": 0, "e_above_lowest_kcal_mol": 0.0, "smiles": "OC[C@@]1(C(F)(F)Cl)CO1", "total_energy_ha": -965.75024, "gap_ev": 11.153, "homo_ev": -10.463}

(3)
{"formula": "C8H4ClF3NO2", "method": "wB97M-V/def2-TZVPD", "species": ["C", "C", "C", "C", "C", "C", "C", "C", "N", "O", "O", "F", "F", "F", "Cl", "H", "H", "H", "H"], "positions_angstrom": [[-0.82, 2.05, 0.67], [0.59, 1.84, 0.93], [-1.60, 1.16, 0.09], [1.25, 0.70, 0.63], [-1.58, -1.14, -1.54], [-0.85, -0.52, -0.24], [0.61, -0.50, 0.09], [1.59, -1.42, -0.60], [-0.40, -1.24, 0.86], [-2.50, -1.90, -1.29], [-1.10, -0.69, -2.57], [2.44, -2.00, 0.29], [1.05, -2.42, -1.29], [2.39, -0.75, -1.45], [-0.68, -0.70, 2.53], [-1.21, 3.03, 0.93], [1.15, 2.67, 1.34], [-2.62, 1.22, -0.20], [2.31, 0.64, 0.79]], "lowdin_charge": [-0.1750, -0.1173, 0.0831, -0.0536, -0.7443, -0.1902, -0.3230, -0.5590, -0.2879, -0.0104, -0.0114, 0.1120, 0.1752, 0.1279, 0.5919, 0.0918, 0.0943, 0.0828, 0.1129], "lumo_energy_ev": 3.09, "total_charge": -1, "e_above_lowest_kcal_mol": 45.4, "smiles": "O=C([O-])[C@]12C=CC=C[C@@]1(C(F)(F)F)N2Cl", "total_energy_ha": -1272.24633, "gap_ev": 7.755, "homo_ev": -4.665}

(4)
{"formula": "C4H10N2S", "method": "wB97M-V/def2-TZVPD", "species": ["C", "C", "C", "C", "H", "H", "H", "H", "H", "H", "H", "H", "H", "H", "N", "N", "S"], "positions_angstrom": [[-0.99, -0.81, -0.54], [-0.12, 0.37, -0.06], [1.14, 0.46, -0.93], [0.89, 0.08, 1.10], [-2.98, -1.57, -0.19], [-2.22, -1.04, 1.20], [-1.11, -0.71, -1.67], [-0.33, -1.77, -0.35], [0.09, 2.44, 0.48], [1.04, 0.21, -2.03], [1.68, 1.49, -0.90], [2.82, -0.10, 0.15], [1.27, 1.03, 1.53], [0.38, -0.58, 1.95], [-2.28, -0.85, 0.18], [1.82, -0.47, 0.07], [-1.11, 1.82, 0.00]], "lowdin_charge": [-0.3017, -0.8870, -0.2248, -0.2141, 0.0914, 0.0750, 0.1245, 0.1373, -0.0685, 0.1199, 0.1237, 0.1196, 0.0960, 0.1463, -0.0531, -0.0525, 0.7678], "lumo_energy_ev": 0.81, "total_charge": 0, "e_above_lowest_kcal_mol": 50.8, "smiles": "NCC1(S)CNC1", "total_energy_ha": -666.02198, "gap_ev": 9.498, "homo_ev": -8.688}

(5)
{"formula": "C27H25IMnN4O2", "method": "wB97M-V/def2-TZVPD", "species": ["C", "C", "H", "H", "H", "H", "H", "H", "C", "C", "C", "C", "H", "H", "H", "H", "N", "C", "C", "N", "C", "C", "C", "H", "H", "C", "H", "H", "Mn", "I", "O", "C", "N", "C", "C", "O", "N", "C", "C", "C", "C", "C", "C", "C", "C", "C", "C", "C", "C", "H", "H", "H", "H", "H", "H", "H", "H", "H", "H", "H"], "positions_angstrom": [[-3.48, -1.92, -0.60], [-2.35, -0.05, -3.39], [-3.80, -2.96, -0.72], [-4.30, -1.25, -0.91], [-3.28, -1.66, 0.46], [-1.64, -0.16, -4.21], [-3.33, -0.22, -3.85], [-2.35, 0.97, -2.97], [-1.26, -3.38, 0.61], [-0.51, -4.35, 1.28], [0.73, -4.70, 0.77], [1.17, -4.05, -0.38], [-2.24, -3.12, 1.00], [-0.93, -4.80, 2.18], [1.35, -5.47, 1.23], [2.13, -4.27, -0.84], [-0.85, -2.76, -0.50], [0.38, -3.06, -0.99], [0.89, -2.24, -2.11], [0.08, -1.24, -2.55], [0.58, -0.34, -3.39], [2.68, -1.48, -3.57], [1.85, -0.44, -3.96], [-0.04, 0.51, -3.67], [2.13, 0.31, -4.70], [2.19, -2.38, -2.63], [2.80, -3.21, -2.26], [3.69, -1.59, -3.96], [-2.11, -1.19, -1.79], [-2.92, -2.89, -3.40], [-3.26, 1.33, -0.40], [-2.13, 1.15, 0.05], [-1.52, 1.86, 1.08], [-0.11, 1.59, 1.17], [-0.03, 0.35, 0.24], [0.96, -0.37, 0.13], [-1.23, 0.19, -0.39], [0.66, 2.82, 0.63], [1.61, 2.70, -0.38], [2.26, 3.84, -0.87], [1.97, 5.10, -0.34], [1.04, 5.22, 0.69], [0.40, 4.08, 1.19], [0.29, 1.23, 2.60], [1.26, 1.91, 3.34], [1.47, 1.58, 4.69], [0.75, 0.55, 5.28], [-0.19, -0.17, 4.53], [-0.42, 0.18, 3.19], [-1.98, 2.71, 1.40], [1.86, 1.70, -0.78], [3.00, 3.72, -1.67], [2.47, 5.99, -0.74], [0.81, 6.19, 1.13], [-0.30, 4.18, 2.03], [1.86, 2.70, 2.88], [2.21, 2.14, 5.26], [0.93, 0.29, 6.32], [-0.74, -1.00, 4.96], [-1.16, -0.37, 2.60]], "lowdin_charge": [-0.2617, -0.2599, -0.0034, 0.0385, 0.0350, 0.0055, -0.0140, 0.0575, -0.1543, -0.0912, -0.0835, -0.0205, 0.0789, 0.0946, 0.1020, 0.0947, 0.0345, -0.2426, -0.2427, 0.0101, -0.1690, -0.0836, -0.0945, 0.0910, 0.0933, -0.0190, 0.0951, 0.1026, 0.3723, 0.9567, 0.0251, -0.5400, 0.1471, -0.2762, -0.4113, 0.0759, 0.0986, -0.1492, -0.0068, -0.0713, -0.0943, -0.0785, -0.0508, -0.1325, -0.0167, -0.0799, -0.0948, -0.0724, -0.0213, 0.1524, 0.1122, 0.1034, 0.1004, 0.1022, 0.1201, 0.1135, 0.1024, 0.1000, 0.1015, 0.1187], "lumo_energy_ev": [-1.60, -4.37], "total_charge": 0, "e_above_lowest_kcal_mol": 155.8, "total_energy_ha": -2861.95357, "gap_ev": [2.871, 3.775], "homo_ev": [-4.468, -8.148], "spin_multiplicity": 6}